1.
11
Properties=species:S:1:pos:R:3 method="wB97M-V/def2-TZVPD" homo_ha=-0.3586 total_energy_ha=-318.62897 lumo_energy_ev=0.6 e_above_lowest_kj_mol=319.0
C -1.46 -0.08 -0.28
C 1.84 -0.10 -0.25
H -2.76 -0.90 0.66
H -0.88 0.35 -1.27
H -0.20 -0.22 1.47
H 1.04 1.72 0.14
H 2.92 0.32 -0.52
N -2.66 -0.55 -0.28
N -0.30 0.06 0.48
N 0.72 0.71 -0.10
O 1.75 -1.32 -0.07

***

2.
55
Properties=species:S:1:pos:R:3 method="wB97M-V/def2-TZVPD" homo_ha=-0.4438 total_energy_ha=-32105.57761 lumo_energy_ev=-2.7 total_charge=+1
O 5.21 -1.37 2.11
C 5.04 -1.66 0.96
C 4.39 -0.64 0.01
C 3.29 0.05 0.75
N 3.36 1.27 1.26
C 2.17 1.54 1.93
I 1.86 3.33 2.90
C 1.38 0.45 1.79
C 0.01 0.31 2.37
C -1.11 0.94 1.51
C -2.47 0.34 1.90
O -2.64 0.25 3.31
N 2.11 -0.48 1.04
C 1.66 -1.83 0.71
C 0.27 -1.88 0.05
C 0.24 -2.72 -1.25
O 1.11 -3.83 -1.21
H 5.35 -2.64 0.57
H 4.02 -1.13 -0.89
H 5.16 0.08 -0.26
H 4.14 1.91 1.22
H 0.04 0.84 3.32
H -0.23 -0.73 2.59
H -1.14 2.02 1.67
H -0.93 0.78 0.45
H -2.46 -0.69 1.55
H -3.29 0.90 1.45
H -2.41 1.09 3.72
H 1.65 -2.41 1.64
H 2.41 -2.29 0.08
H -0.06 -0.87 -0.20
H -0.42 -2.33 0.76
H -0.78 -3.10 -1.35
H 0.43 -2.09 -2.12
H 1.87 -3.65 -1.77
C -0.67 6.68 1.69
Br 0.87 7.19 2.72
Br -0.19 6.15 -0.09
Br -1.68 5.29 2.57
H -1.32 7.54 1.62
C -4.64 -0.95 -1.32
Br -5.40 -1.06 -3.08
Br -5.57 -2.05 -0.05
Br -2.75 -1.37 -1.34
H -4.73 0.07 -0.99
C 0.05 -5.57 -4.25
Br 1.14 -4.02 -4.59
Br -1.72 -5.35 -4.97
Br 0.89 -7.18 -4.87
H -0.05 -5.65 -3.17
C -2.62 4.21 -2.48
Br -3.27 4.16 -4.29
Br -4.05 4.41 -1.21
Br -1.53 2.67 -2.07
H -1.99 5.08 -2.39

***

3.
16
Properties=species:S:1:pos:R:3 method="wB97M-V/def2-TZVPD" homo_ha=-0.3157 smiles="CCCN=c1cc1" total_energy_ha=-288.61284 lumo_energy_ev=1.1 e_above_lowest_kj_mol=444.2
C -3.16 0.15 0.32
C -2.62 0.57 -0.85
C -1.71 -0.10 0.15
C 2.11 0.45 1.02
C 1.51 0.03 -0.34
C 0.41 -1.08 -0.54
N -0.69 -0.73 0.53
H -4.06 0.32 0.87
H -2.76 1.15 -1.73
H 2.69 -0.40 1.20
H 2.74 1.37 1.00
H 1.36 0.66 1.78
H 2.44 -0.24 -0.88
H 1.08 0.91 -0.83
H 0.02 -0.86 -1.50
H 0.63 -2.19 -0.20

***

4.
10
Properties=species:S:1:pos:R:3 method="wB97M-V/def2-TZVPD" homo_ha=-0.3347 total_energy_ha=-396.49951 lumo_energy_ev=0.0 e_above_lowest_kj_mol=328.0
C 2.37 2.81 0.27
C 1.04 0.97 0.07
C -0.01 -0.02 -0.06
N 3.03 1.77 -0.55
O 2.62 3.93 0.60
O 1.02 2.17 0.55
O 2.13 0.74 -0.61
H -0.22 -0.44 0.98
H 0.14 -0.74 -0.84
H -1.04 0.43 -0.46

***

5.
44
Properties=species:S:1:pos:R:3 method="wB97M-V/def2-TZVPD" homo_ha=-0.1670 total_energy_ha=-4372.04254 lumo_energy_ev=4.1 e_above_lowest_kj_mol=0.0 total_charge=-2
Li 0.59 -0.05 0.52
N -0.84 -0.46 1.87
S -2.23 -1.12 1.46
O -3.15 -1.32 2.53
O -2.14 -2.12 0.44
F -2.88 0.13 0.70
S -0.18 -1.63 2.90
O 1.22 -1.44 2.94
O -0.78 -2.90 3.07
F -0.67 -0.90 4.23
N 0.61 2.42 3.55
S 1.05 2.96 2.10
O 0.95 2.00 1.05
O 2.15 3.86 2.07
F -0.16 3.95 1.86
S 2.03 2.10 4.20
O 2.62 3.19 4.90
O 2.83 1.16 3.49
F 1.50 1.14 5.38
N 2.45 -0.83 0.17
S 2.53 -2.43 -0.24
O 3.48 -3.19 0.47
O 2.15 -2.84 -1.55
F 1.17 -2.82 0.55
S 3.22 -0.31 -1.14
O 2.44 -0.15 -2.32
O 4.58 -0.72 -1.25
F 3.35 1.21 -0.63
C -3.55 0.11 -4.22
O -2.44 0.30 -3.41
C -2.11 -0.79 -2.59
C -0.71 -0.85 -2.05
O -0.29 0.22 -1.21
C -0.34 1.53 -1.73
H -3.89 1.06 -4.64
H -4.40 -0.24 -3.61
H -3.46 -0.68 -4.99
H -2.31 -1.75 -3.09
H -2.82 -0.84 -1.75
H 0.00 -0.88 -2.90
H -0.60 -1.78 -1.51
H -0.67 1.61 -2.76
H 0.67 1.93 -1.76
H -0.96 2.17 -1.09